Density functional theory data (wB97M-V/def2-TZVPD) for 17 unconnected molecules or ions with the total composition C52H145N7O24 at a distorted geometry.

HOMO level	-8.13	eV
frontier orbital gap	8.38	eV
E_LUMO	0.2478	eV
max |F|	0.052	Eh/bohr
DFT total energy	-4256.67208	Eh

ORCA input file:
```
! wB97M-V def2-TZVPD RIJCOSX def2/J DEFGRID3
* xyz 0 1
C -32.14 -2.21 3.14
O -32.72 -2.85 2.03
C -33.69 -2.02 1.44
C -34.52 -2.84 0.38
N -35.43 -3.77 1.07
C -36.09 -4.53 0.01
C -37.00 -5.61 0.61
O -36.24 -6.59 1.41
C -37.12 -7.34 2.21
H -32.90 -2.03 3.90
H -31.74 -1.23 2.88
H -31.40 -2.82 3.67
H -33.23 -1.17 0.93
H -34.38 -1.50 2.10
H -33.83 -3.33 -0.31
H -35.09 -2.14 -0.23
H -34.87 -4.51 1.46
H -35.42 -5.04 -0.67
H -36.77 -3.80 -0.44
H -37.35 -6.14 -0.27
H -37.87 -5.27 1.18
H -37.27 -6.89 3.19
H -36.67 -8.33 2.31
H -38.11 -7.43 1.76
C -24.12 -0.43 13.42
O -23.16 -0.92 12.45
C -23.78 -1.45 11.30
C -22.57 -1.94 10.44
N -21.80 -0.76 10.04
C -20.56 -1.23 9.42
C -19.52 -0.09 9.33
O -19.28 0.55 10.63
C -18.24 1.58 10.60
H -23.56 -0.02 14.27
H -24.69 -1.24 13.88
H -24.81 0.36 13.13
H -24.51 -0.79 10.82
H -24.31 -2.35 11.63
H -22.94 -2.44 9.55
H -22.10 -2.79 10.94
H -21.63 -0.19 10.86
H -20.69 -1.56 8.39
H -20.15 -2.10 9.93
H -19.92 0.68 8.67
H -18.56 -0.47 8.97
H -18.40 2.47 10.00
H -17.37 1.09 10.17
H -17.91 1.94 11.58
C -31.73 5.25 5.58
O -32.82 4.37 5.23
C -33.48 4.69 3.97
C -34.49 3.57 3.57
N -35.64 3.54 4.52
C -36.47 2.33 4.32
C -37.71 2.36 5.24
O -38.25 1.05 5.19
C -39.55 0.77 5.73
H -30.83 4.96 5.04
H -31.54 5.33 6.65
H -32.02 6.26 5.29
H -32.73 4.86 3.19
H -33.95 5.67 4.04
H -34.00 2.60 3.55
H -34.86 3.72 2.56
H -35.31 3.53 5.48
H -35.88 1.43 4.50
H -36.80 2.29 3.28
H -38.47 3.07 4.91
H -37.32 2.44 6.26
H -40.26 1.42 5.23
H -39.71 0.88 6.80
H -39.87 -0.22 5.41
C -23.79 1.93 10.12
O -24.49 3.04 9.46
C -24.35 4.24 10.20
C -24.51 5.48 9.30
N -24.27 6.75 9.93
C -24.43 7.90 9.06
C -23.51 7.95 7.84
O -23.28 9.36 7.49
C -22.52 9.46 6.29
H -24.18 1.72 11.12
H -22.74 2.10 10.34
H -23.79 1.04 9.49
H -23.34 4.31 10.61
H -24.94 4.21 11.12
H -25.55 5.55 8.98
H -23.86 5.35 8.44
H -24.79 6.78 10.79
H -24.30 8.84 9.60
H -25.44 7.87 8.65
H -23.82 7.32 7.01
H -22.52 7.59 8.14
H -22.60 10.49 5.95
H -22.97 8.91 5.47
H -21.48 9.21 6.46
C -24.96 1.41 -1.67
O -24.09 1.23 -0.53
C -24.56 0.35 0.48
C -25.88 0.80 1.15
N -25.75 2.11 1.89
C -25.04 2.04 3.14
C -24.92 3.44 3.79
O -23.94 3.32 4.85
C -23.78 4.40 5.78
H -24.30 1.93 -2.35
H -25.84 1.97 -1.38
H -25.22 0.46 -2.14
H -23.79 0.20 1.24
H -24.64 -0.62 -0.02
H -26.29 0.03 1.80
H -26.72 0.92 0.47
H -25.33 2.80 1.28
H -24.03 1.65 2.98
H -25.38 1.26 3.81
H -25.84 3.81 4.23
H -24.50 4.12 3.04
H -24.58 4.32 6.52
H -23.89 5.42 5.38
H -22.91 4.31 6.43
C -25.49 -0.54 7.21
O -26.63 0.18 6.80
C -26.49 1.61 6.84
C -27.55 2.13 5.87
N -28.89 1.99 6.42
C -29.82 2.24 5.26
C -30.17 1.01 4.44
O -31.10 0.15 5.07
C -32.44 0.56 5.08
H -25.05 -0.15 8.13
H -24.76 -0.53 6.40
H -25.83 -1.54 7.47
H -25.59 1.99 6.35
H -26.49 2.11 7.81
H -27.39 1.59 4.94
H -27.40 3.18 5.63
H -29.02 1.02 6.65
H -29.46 3.01 4.58
H -30.78 2.59 5.63
H -29.25 0.45 4.29
H -30.57 1.27 3.46
H -32.49 1.65 5.15
H -32.98 0.13 5.93
H -32.94 0.30 4.15
C -36.57 -5.35 10.79
O -36.19 -4.15 10.14
C -36.49 -3.04 10.96
C -35.86 -1.78 10.32
N -36.23 -1.66 8.95
C -35.44 -0.71 8.18
C -36.01 -0.73 6.74
O -35.53 -1.92 6.07
C -35.92 -1.94 4.70
H -36.50 -6.18 10.08
H -37.61 -5.31 11.10
H -35.90 -5.49 11.64
H -36.03 -3.13 11.94
H -37.54 -2.85 11.17
H -34.78 -1.93 10.33
H -36.23 -0.86 10.78
H -36.17 -2.57 8.51
H -34.41 -1.08 8.21
H -35.43 0.26 8.67
H -35.56 0.12 6.23
H -37.10 -0.67 6.69
H -35.34 -1.20 4.16
H -36.99 -1.77 4.55
H -35.73 -2.85 4.14
C -29.77 3.06 9.57
O -30.02 3.72 8.37
H -30.49 3.27 10.36
H -29.90 2.04 9.23
H -28.76 3.20 9.96
H -29.67 3.17 7.66
C -27.36 -1.80 3.75
O -26.58 -2.24 2.67
H -27.62 -2.54 4.50
H -26.92 -0.95 4.27
H -28.31 -1.38 3.41
H -26.98 -2.95 2.16
C -28.59 -0.82 9.20
O -29.65 -1.60 9.79
H -27.69 -1.41 9.05
H -28.88 -0.32 8.28
H -28.22 -0.03 9.86
H -29.31 -1.97 10.61
C -30.16 -2.76 6.34
O -30.04 -4.11 6.24
H -30.07 -2.54 7.41
H -29.38 -2.23 5.79
H -31.14 -2.43 5.99
H -30.81 -4.46 6.69
C -33.30 2.78 8.17
O -34.34 3.21 7.32
H -33.73 2.40 9.10
H -32.65 2.04 7.70
H -32.73 3.66 8.46
H -33.88 3.78 6.69
C -23.34 -1.80 3.89
O -23.61 -1.80 2.48
H -22.26 -1.68 4.04
H -23.95 -1.03 4.37
H -23.52 -2.72 4.46
H -24.55 -1.97 2.37
C -28.08 6.13 3.71
O -28.30 7.28 4.39
H -27.88 6.31 2.66
H -27.25 5.55 4.11
H -29.01 5.57 3.79
H -28.97 7.80 3.94
C -27.83 5.70 7.36
O -26.78 6.49 6.75
H -28.71 5.65 6.72
H -27.51 4.68 7.55
H -28.16 6.14 8.30
H -27.06 6.77 5.88
C -29.24 3.15 1.18
O -28.45 3.16 2.38
H -30.07 3.86 1.10
H -28.58 3.35 0.34
H -29.59 2.14 0.96
H -27.57 2.91 2.10
C -22.38 1.06 6.48
O -22.73 1.10 5.11
H -23.13 1.56 7.11
H -22.18 0.04 6.80
H -21.50 1.68 6.66
H -23.23 1.89 4.92
*
```